1) Entry from OMol25: the ion C2H4N3O with charge +1 (ωB97M-V/def2-TZVPD).

Computed properties:
Spin multiplicity: 1
Net charge: +1
SMILES: [H]/N=N\[N+](C)=C=O
HOMO-LUMO gap: 10.15 eV
LUMO level: -5.57 eV
HOMO level: -15.7 eV

```
10
C2H4N3O ωB97M-V/def2-TZVPD
C -2.65 -0.43 -0.19
C -0.20 -0.56 -0.23
N -0.68 2.19 0.69
N -1.51 0.07 -0.19
N -1.48 1.74 0.03
O -3.73 -0.75 -0.18
H 0.18 -0.57 0.81
H -0.30 -1.59 -0.71
H 0.47 0.05 -0.83
H 0.21 2.11 1.17
```



2) Entry from OMol25: the ion C2H4N3O with charge +1 (ωB97M-V/def2-TZVPD).

Computed properties:
Spin multiplicity: 1
Net charge: +1
SMILES: O[n+]1ncc[nH]1
HOMO-LUMO gap: 10.29 eV
LUMO level: -5.45 eV
HOMO level: -15.7 eV

```
10
C2H4N3O ωB97M-V/def2-TZVPD
C -1.09 0.72 0.01
C -1.45 -0.62 -0.04
N 0.24 0.75 -0.14
N 0.74 -0.46 -0.06
N -0.42 -1.41 -0.15
O 2.22 -0.26 0.02
H -1.60 1.59 0.13
H -2.39 -0.97 -0.03
H 0.94 1.53 -0.23
H 2.82 -0.86 0.48
```



3) Entry from OMol25: the ion C2H4N3O with charge +1 (ωB97M-V/def2-TZVPD).

Computed properties:
Spin multiplicity: 1
Net charge: +1
SMILES: [H]/N=[N+](\[O-])C[N+]#C
HOMO-LUMO gap: 8.93 eV
LUMO level: -6.06 eV
HOMO level: -15.0 eV

```
10
C2H4N3O ωB97M-V/def2-TZVPD
C 0.97 -1.86 0.07
C 0.48 0.45 0.68
N 0.99 -0.76 0.43
N -1.05 0.08 -1.13
N -0.71 0.89 -0.24
O -1.14 1.98 0.00
H 1.09 -2.83 -0.40
H -0.05 0.65 1.75
H 1.24 1.12 0.58
H -1.82 0.29 -1.73
```



Result of the stability comparison: 3) is the least stable of them.



1) Entry from OMol25: a cluster of 2 separate species, C3H9NOS in total (ωB97M-V/def2-TZVPD).

Computed properties:
Expectation value of S²: 0.753
Spin multiplicity: 2
Net charge: +1
HOMO-LUMO gap (alpha / beta): 7.32 / 2.32 eV
LUMO level (alpha / beta): -4.28 / -9.28 eV
HOMO level (alpha / beta): -11.6 / -11.6 eV

```
15
C3H9NOS ωB97M-V/def2-TZVPD
C 0.94 -1.95 5.34
C -0.27 -1.66 4.40
S 0.23 -0.56 3.04
H 1.61 -2.69 4.90
H 1.57 -1.05 5.37
H 0.49 -2.14 6.30
H -1.04 -1.07 4.91
H -0.71 -2.57 4.00
H -0.10 0.57 3.67
C -0.73 1.87 -5.51
N 0.32 2.16 -6.32
O -0.97 0.82 -4.96
H -1.37 2.77 -5.36
H 0.49 3.13 -6.46
H 0.96 1.40 -6.42
```



2) Entry from OMol25: the ion C3H9NOS with charge +1 (ωB97M-V/def2-TZVPD).

Computed properties:
Expectation value of S²: 0.755
Spin multiplicity: 2
Net charge: +1
HOMO-LUMO gap (alpha / beta): 10.25 / 3.93 eV
LUMO level (alpha / beta): -3.84 / -9.21 eV
HOMO level (alpha / beta): -14.1 / -13.1 eV

```
15
C3H9NOS ωB97M-V/def2-TZVPD
C 0.33 0.47 0.19
C -0.68 -0.61 0.72
S -1.59 -0.13 2.26
N 1.39 -0.05 -0.61
C 1.25 -0.35 -2.00
O 1.01 0.86 -2.75
H 0.88 0.80 1.08
H -0.19 1.34 -0.22
H -1.51 -0.79 0.04
H -0.10 -1.49 0.98
H -2.71 -0.80 1.85
H 2.21 0.51 -0.43
H 0.49 -1.10 -2.18
H 2.22 -0.67 -2.37
H 1.69 1.00 -3.39
```



Result of the stability comparison: 2) is the least stable of them.



1) Entry from OMol25: a cluster of 2 separate species, C3H6N2 in total (ωB97M-V/def2-TZVPD).

Computed properties:
Spin multiplicity: 1
SMILES: C=NC.C#N
HOMO-LUMO gap: 10.47 eV
LUMO level: 0.86 eV
HOMO level: -9.6 eV

```
11
C3H6N2 ωB97M-V/def2-TZVPD
C -3.50 0.49 -0.93
C 1.40 0.80 0.87
C 0.07 -0.43 -0.49
N -3.59 -0.58 -0.60
N 0.74 -0.42 0.54
H -3.28 1.47 -1.21
H 2.39 0.53 1.35
H 0.82 1.30 1.56
H 1.70 1.43 0.10
H -0.19 0.50 -1.08
H -0.28 -1.44 -0.82
```



2) Entry from OMol25: the molecule C3H6N2 (ωB97M-V/def2-TZVPD).

Computed properties:
Spin multiplicity: 1
SMILES: CNCC#N
HOMO-LUMO gap: 10.44 eV
LUMO level: 0.86 eV
HOMO level: -9.6 eV

```
11
C3H6N2 ωB97M-V/def2-TZVPD
C -1.16 -0.84 -0.54
N -0.15 -0.56 0.47
C 0.96 0.25 -0.02
C 1.19 1.44 0.82
N 1.34 2.36 1.50
H -1.60 0.06 -1.01
H -1.96 -1.43 -0.08
H -0.72 -1.45 -1.34
H -0.57 -0.13 1.28
H 1.89 -0.33 -0.05
H 0.78 0.61 -1.04
```



3) Entry from OMol25: the molecule C3H6N2 (ωB97M-V/def2-TZVPD).

Computed properties:
Spin multiplicity: 1
SMILES: [H]/N=C1\N[C@H]1C
HOMO-LUMO gap: 10.32 eV
LUMO level: 1.06 eV
HOMO level: -9.3 eV

```
11
C3H6N2 ωB97M-V/def2-TZVPD
C -0.14 -0.12 -0.66
C -1.02 1.03 -0.22
N -0.08 -1.36 0.11
C 1.04 -0.47 0.13
N 2.18 -0.28 0.57
H -0.68 -1.49 0.92
H -0.10 -0.28 -1.73
H 2.54 -0.97 1.22
H -0.68 1.95 -0.68
H -0.99 1.15 0.86
H -2.06 0.85 -0.52
```



4) Entry from OMol25: a cluster of 2 separate species, C3H6N2 in total (ωB97M-V/def2-TZVPD).

Computed properties:
Spin multiplicity: 1
SMILES: [H]/N=C(/C)C#N.[H][H]
HOMO-LUMO gap: 11.31 eV
LUMO level: 0.11 eV
HOMO level: -11.2 eV

```
11
C3H6N2 ωB97M-V/def2-TZVPD
C 1.03 0.18 -0.55
C -0.43 0.34 -0.26
N -1.06 -0.46 0.50
C -1.11 1.47 -0.90
N -1.66 2.37 -1.38
H 1.56 1.12 -0.36
H 0.85 -2.24 2.11
H 1.43 -0.61 0.08
H 1.16 -0.08 -1.61
H -2.04 -0.20 0.60
H 0.27 -1.90 1.78
```



Result of the stability comparison: 1) is the least stable of them.